{
  "formula": "C37H32Cl76N2O6",
  "method": "the ωB97M-V functional and the def2-TZVPD basis",
  "e_tot_ev": -1005843.934,
  "lumo_ev": -0.20,
  "homo_ev": -9.3,
  "homo_lumo_gap_ev": 9.11,
  "elements": ["C", "C", "C", "N", "C", "C", "C", "C", "C", "C", "O", "C", "O", "C", "C", "C", "C", "C", "C", "O", "C", "C", "O", "O", "N", "O", "H", "H", "H", "H", "H", "H", "H", "H", "H", "H", "H", "H", "H", "H", "H", "H", "H", "H", "H", "H", "H", "H", "H", "H", "H", "H", "H", "H", "H", "H", "H", "H", "C", "Cl", "Cl", "Cl", "Cl", "C", "Cl", "Cl", "Cl", "Cl", "C", "Cl", "Cl", "Cl", "Cl", "C", "Cl", "Cl", "Cl", "Cl", "C", "Cl", "Cl", "Cl", "Cl", "C", "Cl", "Cl", "Cl", "Cl", "C", "Cl", "Cl", "Cl", "Cl", "C", "Cl", "Cl", "Cl", "Cl", "C", "Cl", "Cl", "Cl", "Cl", "C", "Cl", "Cl", "Cl", "Cl", "C", "Cl", "Cl", "Cl", "Cl", "C", "Cl", "Cl", "Cl", "Cl", "C", "Cl", "Cl", "Cl", "Cl", "C", "Cl", "Cl", "Cl", "Cl", "C", "Cl", "Cl", "Cl", "Cl", "C", "Cl", "Cl", "Cl", "Cl", "C", "Cl", "Cl", "Cl", "Cl", "C", "Cl", "Cl", "Cl", "Cl", "C", "Cl", "Cl", "Cl", "Cl"],
  "xyz": [[0.7099, 2.8734, -0.2545], [0.9963, 1.9312, -1.5428], [1.4498, 0.4533, -1.1049], [0.7104, -0.6546, -1.7643], [1.0239, -0.7659, -3.2083], [2.5274, -1.0365, -3.6919], [3.2771, 0.3406, -4.0934], [3.3918, -2.2028, -3.0285], [4.0782, -1.8324, -1.6263], [3.1483, -2.4200, -0.4547], [2.2790, -1.5937, -5.0444], [1.1219, -2.4082, -5.0763], [0.8994, -3.4734, -5.6628], [0.0325, -1.6883, -4.0965], [-0.6549, -2.9444, -3.3985], [-1.7410, -2.5846, -2.2761], [-3.0180, -3.5747, -2.3952], [-4.1307, -3.1390, -1.3007], [-4.8769, -1.7838, -1.7776], [-4.2095, -0.6055, -1.2230], [-4.6431, 0.5846, -1.8961], [-4.1929, 0.8948, -3.3995], [-5.4107, 1.3670, -1.3009], [-0.8874, -0.8440, -4.8737], [-0.3941, -0.6769, -6.1436], [-0.9283, 0.2740, -6.6154], [0.5983, 3.9379, -0.6470], [1.6349, 2.8470, 0.4035], [-0.2012, 2.4838, 0.3025], [1.9102, 2.4136, -2.0559], [0.1009, 1.9314, -2.2441], [1.2266, 0.3661, 0.0220], [2.5799, 0.3998, -1.2020], [-0.2838, -0.3906, -1.7082], [0.8091, 0.2659, -3.6884], [2.5451, 0.9882, -4.7005], [3.6960, 0.8890, -3.1926], [4.0852, 0.0326, -4.8536], [2.7804, -3.1571, -2.9370], [4.2555, -2.4248, -3.7583], [5.0690, -2.4169, -1.5771], [4.3554, -0.7362, -1.5081], [3.5645, -3.4558, -0.1704], [2.0779, -2.6309, -0.8234], [3.0810, -1.7245, 0.4422], [0.0974, -3.6990, -2.9765], [-1.2240, -3.5004, -4.2319], [-2.1042, -1.5072, -2.2885], [-1.2688, -2.8032, -1.2647], [-2.7134, -4.6721, -2.2895], [-3.4407, -3.4731, -3.4609], [-4.9130, -3.9451, -1.1237], [-3.5934, -2.9950, -0.2923], [-4.8452, -1.8062, -2.9202], [-5.9738, -1.7555, -1.4604], [-3.7127, -0.0244, -3.8956], [-3.4839, 1.7971, -3.4403], [-5.1360, 1.2064, -3.9562], [0.2233, -0.3548, 3.4724], [-0.0893, 1.2547, 4.1525], [0.2002, -1.5635, 4.7724], [-1.0314, -0.7469, 2.2774], [1.8162, -0.3656, 2.6843], [-3.0005, -7.6623, -3.8637], [-2.3063, -7.9493, -2.2539], [-1.9400, -6.5702, -4.7798], [-3.1484, -9.2060, -4.7286], [-4.6081, -6.9240, -3.6921], [2.5233, 4.5248, 3.9885], [3.1905, 4.2141, 5.6054], [3.5772, 5.6560, 3.1151], [2.4263, 2.9974, 3.0894], [0.8985, 5.2261, 4.1421], [5.8522, 3.1545, -5.9500], [6.2495, 2.1014, -4.5766], [6.6445, 4.7286, -5.7346], [6.4173, 2.4041, -7.4566], [4.0928, 3.3863, -6.0271], [5.8419, 1.3799, 7.8192], [5.7854, 1.9972, 9.4839], [7.5145, 1.4345, 7.2238], [5.2571, -0.2970, 7.7893], [4.8097, 2.3858, 6.7790], [3.0386, 8.0609, 6.5001], [2.9439, 9.7061, 7.1633], [1.6106, 7.1262, 7.0028], [3.0943, 8.1389, 4.7258], [4.5073, 7.2665, 7.1053], [-3.7390, 2.8166, 3.1255], [-4.0499, 4.4272, 3.8077], [-3.7662, 1.6072, 4.4267], [-4.9901, 2.4270, 1.9279], [-2.1462, 2.8046, 2.3400], [-1.2867, 10.7954, 7.2093], [-1.3298, 11.5254, 5.5907], [-2.9420, 10.4220, 7.7352], [-0.3294, 9.2999, 7.1589], [-0.5445, 11.9341, 8.3530], [0.3095, -5.6544, 5.1009], [-1.1334, -5.1728, 4.1846], [0.1173, -7.3286, 5.6713], [1.7392, -5.5487, 4.0528], [0.5136, -4.5701, 6.4924], [-7.3497, 4.1213, -4.3298], [-6.9336, 3.0001, -3.0140], [-6.5025, 5.6615, -4.0750], [-6.8591, 3.4290, -5.8914], [-9.1046, 4.4044, -4.3404], [6.2528, -5.1817, -3.7588], [7.4423, -6.4251, -4.2004], [5.4786, -5.6205, -2.2205], [7.0748, -3.6105, -3.5915], [5.0130, -5.0739, -5.0259], [4.7711, 5.8990, -0.7979], [4.0347, 4.7999, 0.3874], [3.8226, 7.3981, -0.8841], [6.4331, 6.2777, -0.2993], [4.7915, 5.1207, -2.3954], [0.6285, -4.4727, -9.3972], [-0.8216, -5.4035, -9.8302], [0.1454, -2.9581, -8.6076], [1.6334, -5.4265, -8.2868], [1.5562, -4.1048, -10.8670], [-0.8658, -5.0764, 10.3382], [-2.4574, -5.4304, 11.0427], [-0.7858, -3.3590, 9.8893], [0.3995, -5.4321, 11.5308], [-0.6234, -6.0759, 8.8889], [-8.2964, -0.8117, -4.3840], [-6.7140, -1.5143, -4.7715], [-9.5526, -1.6328, -5.3340], [-8.6338, -1.0184, -2.6523], [-8.2867, 0.9159, -4.7837], [8.2118, -3.7321, 0.1806], [6.6293, -4.0276, 0.9321], [8.3242, -2.0279, -0.3095], [9.4992, -4.0985, 1.3479], [8.3921, -4.7700, -1.2479], [-1.4615, 5.2405, 9.0044], [-3.0428, 4.8645, 9.7211], [-1.4059, 6.9586, 8.5563], [-0.1791, 4.8948, 10.1837], [-1.2162, 4.2442, 7.5538], [2.6573, -8.8461, 9.5046], [2.4352, -10.5983, 9.3163], [1.8105, -7.9989, 8.1913], [1.9968, -8.3335, 11.0696], [4.3894, -8.4585, 9.4383], [-12.7615, 6.3857, -4.8322], [-12.8325, 7.1667, -6.4254], [-14.4106, 6.1089, -4.2341], [-11.9137, 4.8310, -4.9727], [-11.8876, 7.4346, -3.6967]]
}